Record 1
# C5H6S

A 2-piece molecular cluster, C5H6S overall in a non-equilibrium geometry (wB97M-V/def2-TZVPD, the Open Molecules 2025 dataset).

Calculated values
Orbital gap (alpha / beta) = 0.3565 / 0.1963 Eh
HOMO energy (alpha / beta) = -9.059 / -7.739 eV

Geometry as XYZ:
```
12
Properties=species:S:1:pos:R:3:forces:R:3:nbo_charge:R:1
S -0.986 0.087 3.836 0.32 0.81 1.10 0.22
C -1.309 -1.870 1.861 0.53 1.04 -1.97 -0.24
C -1.264 -0.816 1.029 -0.35 -0.09 0.10 0.04
C 0.144 1.052 -1.115 -1.46 -1.38 -0.85 -0.26
C -1.128 -0.666 2.467 -0.51 0.73 0.25 -0.27
C 1.316 0.875 -1.958 -0.27 -2.03 -0.54 -0.69
H 1.970 -0.014 -1.711 -0.70 0.56 -0.09 0.21
H 1.915 1.699 -1.817 1.81 1.98 -0.06 0.21
H 0.141 1.178 -0.077 0.54 0.60 1.38 0.16
H 1.019 0.782 -3.012 0.26 0.07 0.28 0.21
H -1.050 -2.855 1.913 -0.03 -2.56 0.58 0.24
H -0.767 0.548 -1.417 -0.13 0.26 -0.19 0.16
```
Forces are in eV/Å.


Record 2
# C5H6S

An isolated molecule of C5H6S in a non-equilibrium geometry (wB97M-V/def2-TZVPD, the Open Molecules 2025 dataset).

Calculated values
Orbital gap = 0.3350 Eh
HOMO energy = -8.834 eV

Geometry as XYZ:
```
12
Properties=species:S:1:pos:R:3:forces:R:3:nbo_charge:R:1
S -1.924 0.146 0.740 -2.02 -2.27 2.78 0.04
C -0.590 -0.858 0.263 -0.97 -1.44 -1.53 -0.42
C 0.345 2.282 -0.947 1.01 -1.29 -0.58 -0.28
C 0.787 -0.651 0.727 2.44 1.07 0.10 -0.40
C 0.352 -0.363 -0.760 2.75 -1.79 -1.00 -0.36
C 0.338 1.019 -0.989 0.20 6.89 -0.32 -0.04
H -2.274 -1.259 1.516 -0.09 3.79 -1.19 0.14
H 0.601 3.487 -0.990 -1.09 -4.14 0.15 0.29
H -1.216 -1.736 0.000 2.16 -0.41 0.32 0.26
H 0.997 -1.002 -1.494 -2.04 0.95 1.11 0.26
H 1.533 -1.560 0.859 -1.68 2.26 -0.06 0.24
H 1.052 0.494 1.074 -0.66 -3.61 0.22 0.27
```
Forces are in eV/Å.


Record 3
# C5H6S

An isolated molecule of C5H6S in a non-equilibrium geometry (wB97M-V/def2-TZVPD, the Open Molecules 2025 dataset).

Calculated values
Orbital gap (alpha / beta) = 0.2928 / 0.2928 Eh
HOMO energy (alpha / beta) = -8.777 / -8.777 eV

Geometry as XYZ:
```
12
Properties=species:S:1:pos:R:3:forces:R:3:nbo_charge:R:1
S -4.118 -0.184 -0.248 1.03 0.64 0.59 0.05
C 2.000 0.360 -0.277 -1.01 1.57 -0.57 -0.60
C -0.321 -0.332 0.068 -3.59 1.11 0.70 0.14
C -2.795 0.454 0.514 -1.45 -0.46 -0.02 -0.31
C 1.007 -0.785 -0.206 -0.57 1.40 -0.85 -0.50
C -1.482 0.020 0.269 2.51 -0.49 -0.37 -0.14
H 1.303 1.281 -0.114 1.82 -0.99 -1.26 0.23
H 1.169 -1.496 0.524 1.02 -1.90 1.30 0.24
H 2.640 0.433 0.572 0.76 -0.35 0.54 0.22
H -2.937 1.199 1.320 0.15 -0.31 -0.55 0.22
H 0.936 -1.188 -1.181 0.17 -1.15 -0.91 0.24
H 2.598 0.239 -1.241 -0.84 0.94 1.39 0.22
```
Forces are in eV/Å.


These records have energy values of -592.04421; -592.08333; -592.19215 a.u., in the order they appear.
These records have ΔE to the lowest compared entry with this formula, charge and spin values of 597.7; 495.0; 209.3 kJ/mol, in the order they appear.